1.
This record from the OMol25 dataset describes a gas-phase ion, C11H20N3 (charge +1) in a non-equilibrium geometry. The level of theory is ωB97M-V/def2-TZVPD.

Element x y z (Å)
1 C -3.612 1.558 -0.539
2 H -1.645 0.960 -0.822
3 H 0.871 1.307 -0.910
4 C -2.494 0.580 -0.307
5 H -3.625 -1.191 -0.399
6 C -1.591 -1.848 -0.924
7 C 2.303 -1.084 -0.069
8 C 2.373 1.859 0.409
9 C -2.392 -0.210 0.958
10 H 0.341 1.543 0.719
11 N -0.355 -1.793 -0.571
12 H 1.652 -0.129 1.583
13 H -3.099 -0.047 1.742
14 H -0.155 -1.452 2.793
15 H 3.228 -0.904 0.463
16 C -0.659 -1.593 1.871
17 H 1.810 -0.656 -2.216
18 H 3.032 1.748 -0.396
19 H -3.490 2.533 -0.275
20 H -3.910 1.474 -1.524
21 H -1.834 -2.577 -1.672
22 C -2.656 -0.966 -0.335
23 N 1.226 -0.311 0.601
24 C 2.682 -0.758 -1.522
25 C 1.086 1.206 0.062
26 H 2.707 1.644 1.500
27 H 3.362 0.088 -1.644
28 N -1.025 -0.276 1.452
29 H 3.201 -1.730 -1.751
30 H -1.427 -2.370 1.735
31 H 1.920 -2.123 0.008
32 C -0.102 -0.950 0.646
33 H 2.091 2.909 0.474
34 H -4.486 1.150 0.086

Values from the calculation:
Energy   -16191.34801 eV
Structure (SMILES)   CC[NH+](CC)[C@@]12CN1[C@H]1[C@H](C)[C@H]1C=N2
LUMO energy   -2.5905 eV
Gap between HOMO and LUMO   10.2 eV
Total charge   +1
Energy relative to the best compared isomer or geometry (same formula, charge and spin)   90.52 kcal per mole
Spin multiplicity   1

***

2.
This record from the OMol25 dataset describes a gas-phase ion, C11H20N3 (charge +1) in a non-equilibrium geometry. The level of theory is ωB97M-V/def2-TZVPD.

Element x y z (Å)
1 H 3.403 -1.053 -1.185
2 H 1.644 -0.076 2.086
3 H 0.093 0.482 2.521
4 C -1.731 -0.342 0.709
5 C 0.788 3.170 -0.401
6 H -1.136 -0.930 -2.060
7 N -3.636 -0.448 -1.023
8 H 1.846 3.330 -0.612
9 H -4.357 -0.243 -0.377
10 H 2.664 -1.193 0.373
11 H -0.944 2.075 -0.076
12 H 0.248 3.976 -0.912
13 C 1.925 0.487 -0.500
14 H -0.327 -2.619 0.064
15 C 0.199 2.097 0.015
16 H 0.770 -1.958 1.105
17 C -1.160 -0.200 -1.312
18 C -0.353 -0.375 0.043
19 H 0.983 -1.444 -2.031
20 N 2.469 -0.981 -0.555
21 C 0.695 0.710 0.396
22 C -2.161 -0.389 1.938
23 H 1.463 1.596 2.368
24 C 0.372 -1.722 0.062
25 H 1.423 0.666 -1.514
26 H -3.265 -0.464 2.153
27 H 1.798 -2.934 -1.070
28 H -1.584 -0.505 2.807
29 H -3.782 -1.383 -1.258
30 C 0.968 0.707 1.855
31 H 2.779 1.162 -0.171
32 N -2.368 -0.097 -0.511
33 C 1.388 -1.855 -0.999
34 H -1.112 0.754 -1.926

Values from the calculation:
Energy   -16186.61524 eV
LUMO energy (alpha / beta)   -3.2379 / -4.4344 eV
Gap between HOMO and LUMO (alpha / beta)   3.8 / 8.0 eV
Total charge   +1
Energy relative to the best compared isomer or geometry (same formula, charge and spin)   63.04 kcal per mole
Spin multiplicity   3

***

3.
This record from the OMol25 dataset describes 2 unconnected molecules or ions with the total composition C11H20NOS in a non-equilibrium geometry. The level of theory is ωB97M-V/def2-TZVPD.

Element x y z (Å)
1 C 2.814 1.879 -2.216
2 H 3.869 1.930 -2.147
3 H 2.828 -0.848 1.627
4 S -1.167 -2.537 0.010
5 H 2.534 2.970 -2.208
6 H 2.530 1.472 -3.108
7 H 1.260 -3.196 0.134
8 C -1.916 -1.178 0.629
9 H -4.103 -1.093 1.180
10 C 1.749 -0.893 1.280
11 C 2.356 1.086 -0.985
12 H -3.331 -2.730 1.147
13 H -0.152 0.083 -1.071
14 H -1.263 1.569 -1.151
15 C 1.238 -2.346 -0.534
16 H -1.228 0.945 2.395
17 C -1.694 0.170 0.294
18 H -3.659 0.854 1.438
19 C -2.708 1.251 0.851
20 O 2.335 1.717 0.233
21 C -1.216 0.491 -1.058
22 H -0.756 2.068 1.065
23 C 2.036 -0.227 -1.122
24 N 1.709 -1.189 -0.174
25 H -3.109 -1.636 2.454
26 H 1.851 -0.650 -2.141
27 H 1.148 -1.696 1.717
28 H -1.672 -0.038 -1.842
29 H 1.324 0.067 1.442
30 C -3.230 -1.648 1.398
31 H 2.676 2.732 0.223
32 H 1.261 -2.700 -1.468
33 C -1.377 1.201 1.355
34 H -2.934 2.120 0.355

Values from the calculation:
Energy   -26093.56333 eV
LUMO energy   -3.9673 eV
Gap between HOMO and LUMO   7.4 eV
Total charge   +1
Energy relative to the best compared isomer or geometry (same formula, charge and spin)   59.44 kcal per mole
Spin multiplicity   1